[1]
Entry from OMol25: a cluster of 3 separate species, C3H10N2 in total in a non-equilibrium geometry (ωB97M-V/def2-TZVPD).

Positions of all 15 atoms, in Å:
C1 1.404 -1.300 0.505
N1 1.351 -1.197 -0.782
H1 -0.516 -0.784 -1.194
H2 2.069 -0.556 -1.124
H3 2.196 -0.868 1.121
H4 0.758 -2.040 0.973
H5 -1.047 0.252 1.343
C2 -0.503 1.708 -0.282
C3 -1.308 0.541 0.189
N2 -1.412 -0.458 -0.670
H6 -2.029 -1.225 -0.439
H7 -0.035 -0.119 1.583
H8 0.345 1.415 -0.915
H9 -1.158 2.354 -0.873
H10 -0.116 2.276 0.563

Atomic forces in eV per Å
0.188 -0.492 -0.951
0.030 0.102 0.835
-1.434 0.756 0.552
-0.083 0.028 0.059
-0.222 0.132 -0.043
-0.001 0.173 0.063
-0.154 -0.166 0.581
0.142 -0.105 0.160
0.822 -0.012 0.069
1.096 -0.797 -1.043
0.180 -0.014 0.186
-0.510 0.472 -0.350
-0.037 -0.029 -0.105
0.040 -0.070 -0.003
-0.056 0.022 -0.011

Computed properties:
Total charge: 0
Total energy, eV: -6248.70265

***

[2]
Entry from OMol25: a cluster of 2 separate species, C3H10N2O in total in a non-equilibrium geometry (ωB97M-V/def2-TZVPD).

Positions of all 16 atoms, in Å:
C1 5.192 1.873 -0.143
C2 4.829 3.076 0.278
N1 5.015 1.457 -1.464
H1 5.202 1.138 0.671
H2 4.775 3.351 1.322
H3 4.409 3.693 -0.500
H4 -4.098 -2.781 -1.301
H5 5.472 1.930 -2.218
H6 4.691 0.528 -1.643
N2 -5.871 -2.071 1.098
C3 -4.525 -2.252 0.541
O1 -4.622 -2.115 -0.853
H7 -6.481 -1.606 0.434
H8 -5.866 -1.566 1.969
H9 -4.179 -3.235 0.870
H10 -3.944 -1.421 0.939

Atomic forces in eV per Å
-1.827 -0.506 1.096
-0.016 0.301 -0.584
0.293 -0.157 0.149
0.842 -0.382 -0.700
0.253 0.058 -0.135
0.114 0.763 0.187
0.008 -0.068 0.084
0.025 0.084 -0.001
0.317 -0.163 -0.013
-0.391 -0.546 -0.322
-1.154 0.761 0.684
0.037 -0.139 -0.215
0.228 -0.001 0.080
0.057 0.156 -0.005
0.405 0.115 -0.276
0.810 -0.278 -0.029

Computed properties:
Total charge: 0
Total energy, eV: -8299.06849
SMILES: C=CN.NCO

***

[3]
Entry from OMol25: a cluster of 2 separate species, C3H10N2O in total in a non-equilibrium geometry (ωB97M-V/def2-TZVPD).

Positions of all 16 atoms, in Å:
C1 1.123 -1.250 1.287
C2 2.302 -0.632 -0.588
N1 1.838 -1.635 0.019
H1 0.830 -2.099 1.871
H2 1.804 -0.505 1.914
H3 0.165 -0.700 1.170
H4 2.738 0.074 0.102
H5 2.804 -0.477 -1.564
H6 -1.187 -0.855 -0.842
N2 -1.818 1.273 0.434
C3 -1.538 1.037 -0.963
O1 -1.940 -0.266 -1.328
H7 -2.656 0.825 0.684
H8 -2.083 2.295 0.510
H9 -0.446 1.166 -1.013
H10 -1.937 1.748 -1.694

Atomic forces in eV per Å
1.883 1.694 0.839
2.761 0.278 1.047
-3.052 -0.021 -0.709
0.447 -0.656 0.292
-1.276 -1.535 -0.991
0.688 -0.154 -0.733
-0.735 1.767 0.211
-0.803 -1.297 0.045
-2.891 1.614 -1.872
-0.051 2.871 0.173
1.088 -0.105 -0.389
3.226 -1.754 1.875
-1.376 -0.937 0.244
0.672 -1.379 0.238
-0.028 -0.257 -0.515
-0.555 -0.131 0.245

Computed properties:
Total charge: 0
Total energy, eV: -8298.04746
SMILES: C=NC.NCO

***

[4]
Entry from OMol25: the molecule C3H10N2O in a non-equilibrium geometry (ωB97M-V/def2-TZVPD).

Positions of all 16 atoms, in Å:
C1 -0.571 0.155 0.264
N1 0.881 -0.076 0.021
C2 1.758 0.213 1.116
O1 3.005 -0.471 1.010
C3 -1.520 -0.760 -0.570
N2 -2.163 0.077 -1.574
H1 -0.669 -0.125 1.329
H2 -0.734 1.239 0.117
H3 1.012 0.293 -0.911
H4 1.280 -0.218 1.984
H5 1.962 1.288 1.164
H6 3.672 0.181 0.766
H7 -2.305 -1.218 0.009
H8 -0.792 -1.450 -1.048
H9 -1.695 0.914 -1.846
H10 -3.121 -0.044 -1.832

Atomic forces in eV per Å
1.046 -0.664 1.556
-1.931 -1.056 -0.891
0.494 -0.027 -1.120
0.007 0.382 -0.202
1.427 1.846 -1.236
0.027 -0.525 -0.091
-0.411 0.538 -0.287
-0.725 -0.460 0.221
1.257 0.235 0.260
-0.239 0.442 0.411
-0.023 0.096 0.653
-0.057 -0.252 -0.001
0.131 -0.486 0.386
-0.858 -0.329 0.424
-0.180 0.205 -0.125
0.036 0.057 0.041

Computed properties:
Total charge: 0
Total energy, eV: -8299.46008
SMILES: NCCNCO

***

[5]
Entry from OMol25: a cluster of 2 separate species, C3H10N2O in total in a non-equilibrium geometry (ωB97M-V/def2-TZVPD).

Positions of all 16 atoms, in Å:
C1 -1.247 -0.285 1.046
C2 0.106 -0.780 0.686
C3 0.742 -0.118 -0.418
N1 1.233 1.204 -0.152
N2 0.381 -2.168 0.707
H1 -2.048 -0.984 0.859
H2 -1.409 0.059 2.069
H3 -1.427 0.585 0.405
H4 0.034 0.040 -1.268
H5 1.571 -0.742 -0.774
H6 1.307 1.373 0.847
H7 -0.326 -2.618 0.127
H8 0.150 -2.451 1.662
H9 -0.007 2.469 -2.982
H10 0.783 1.919 -0.779
O1 0.158 2.496 -2.036

Atomic forces in eV per Å
0.082 1.761 1.069
-1.810 -1.060 -3.795
1.934 0.003 -0.061
-0.233 -0.122 1.442
0.147 0.680 2.206
0.146 -0.782 -0.110
0.179 -0.019 0.158
0.059 0.100 0.235
-0.202 -0.010 -0.022
-0.205 -0.075 -0.284
0.174 0.412 -0.152
0.172 -0.110 -0.347
-0.081 -0.605 -0.165
0.127 -0.089 0.134
-0.107 0.173 -0.432
-0.383 -0.257 0.124

Computed properties:
Total charge: 0
Total energy, eV: -8295.22272

***

[6]
Entry from OMol25: the molecule C3H10N2O in a non-equilibrium geometry (ωB97M-V/def2-TZVPD).

Positions of all 16 atoms, in Å:
C1 1.730 0.409 0.836
C2 -1.462 -0.926 -0.531
C3 -0.690 1.311 -0.529
N1 0.502 -0.387 0.824
N2 -0.247 -0.092 -0.471
O1 1.002 -1.743 0.842
H1 0.817 -2.024 -0.070
H2 2.439 0.040 1.585
H3 1.529 1.455 1.082
H4 2.165 0.351 -0.185
H5 -2.009 -0.748 -1.464
H6 0.157 1.998 -0.632
H7 -1.213 -1.993 -0.537
H8 -2.138 -0.739 0.314
H9 -1.275 1.600 0.353
H10 -1.308 1.490 -1.418

Atomic forces in eV per Å
0.143 0.394 -0.908
0.194 -0.377 0.269
0.600 0.224 0.290
-0.635 0.968 0.550
0.292 -0.889 0.081
-1.115 0.512 -1.270
0.444 -0.282 0.071
-0.441 -0.196 -0.249
-0.192 -0.175 -0.082
0.185 0.124 0.534
0.344 0.225 0.183
-0.053 -0.230 0.146
0.027 0.210 0.125
0.046 0.025 0.016
0.013 -0.050 0.053
0.147 -0.483 0.192

Computed properties:
Total charge: 0
Total energy, eV: -8297.60715
SMILES: CN(C)N(C)O

***

[7]
Entry from OMol25: a cluster of 2 separate species, C3H10N2O in total in a non-equilibrium geometry (ωB97M-V/def2-TZVPD).

Positions of all 16 atoms, in Å:
C1 -2.022 0.520 0.339
N1 -1.122 -0.394 -0.357
C2 -1.608 -0.924 -1.657
H1 -3.125 0.246 0.209
H2 -1.654 0.780 1.371
H3 -1.918 1.505 -0.101
H4 -0.817 -1.107 0.282
H5 -1.810 -1.973 -1.586
H6 -0.867 -0.686 -2.426
H7 -2.446 -0.292 -1.982
C3 2.107 0.325 0.695
N2 1.038 1.193 0.410
O1 2.102 -0.861 0.892
H8 3.044 0.829 0.397
H9 1.400 2.137 0.539
H10 0.742 1.003 -0.541

Atomic forces in eV per Å
-0.340 0.496 -0.116
-0.430 -0.068 -0.162
0.608 1.882 0.748
1.253 0.180 0.802
-0.704 -1.072 -0.739
-0.176 0.351 -0.560
0.081 -0.293 -0.178
-0.404 -0.511 -0.356
0.210 -0.575 -0.023
-0.332 -0.646 0.242
0.879 -0.201 -1.798
0.419 0.129 1.113
-0.755 0.488 0.332
0.664 -0.011 1.029
-0.231 -0.137 -0.555
-0.742 -0.011 0.219

Computed properties:
Total charge: 0
Total energy, eV: -8299.42917
SMILES: NC=O.CNC

***

[8]
Entry from OMol25: a cluster of 2 separate species, C3H10N2O in total in a non-equilibrium geometry (ωB97M-V/def2-TZVPD).

Positions of all 16 atoms, in Å:
C1 0.718 -1.370 2.037
C2 0.209 -1.253 0.629
C3 -1.048 -0.860 0.435
N1 -1.581 -0.446 -0.800
N2 1.273 -0.968 -0.335
H1 1.281 -0.464 2.279
H2 -0.132 -1.399 2.722
H3 1.339 -2.225 2.306
H4 -1.744 -0.757 1.255
H5 -0.979 -0.482 -1.606
H6 -2.462 -0.871 -1.043
H7 0.798 -0.375 -1.002
H8 1.952 -0.418 0.177
H9 0.275 4.590 -1.920
H10 -0.514 3.401 -1.469
O1 0.384 3.747 -1.474

Atomic forces in eV per Å
-0.463 0.009 0.469
1.407 1.439 0.769
-0.320 -0.596 -0.764
-0.220 0.464 -0.172
-1.647 -0.897 0.438
0.124 -0.017 0.085
0.012 0.012 0.031
0.090 -0.131 -0.495
-0.015 -0.451 0.081
0.124 -0.199 0.080
-0.068 0.032 0.143
0.823 0.276 -0.399
0.160 0.099 -0.280
0.201 0.178 -0.052
-0.001 -0.227 0.131
-0.206 0.010 -0.065

Computed properties:
Total charge: 0
Total energy, eV: -8299.94808
SMILES: C/C(N)=C/N.O

***

[9]
Entry from OMol25: the molecule C3H10N2O in a non-equilibrium geometry (ωB97M-V/def2-TZVPD).

Positions of all 16 atoms, in Å:
N1 -0.465 1.795 0.232
C1 -0.242 0.303 0.074
C2 -0.080 -0.398 1.331
O1 -1.348 -0.247 2.076
C3 0.528 -0.011 -1.198
N2 0.408 -1.522 -1.493
H1 0.157 2.294 0.904
H2 -0.487 2.405 -0.620
H3 -1.250 -0.063 -0.221
H4 0.835 0.044 1.847
H5 0.083 -1.394 0.965
H6 -1.333 -0.833 2.811
H7 1.676 0.247 -1.135
H8 -0.068 0.805 -1.744
H9 1.317 -1.828 -1.310
H10 0.269 -1.597 -2.520

Atomic forces in eV per Å
0.929 0.777 0.332
-2.757 2.590 -1.648
0.509 0.901 1.655
1.715 0.457 -1.522
1.363 0.274 0.946
-1.746 2.996 -1.574
-0.540 -0.999 -0.690
0.078 -1.363 0.900
0.259 0.173 -0.001
-1.113 -0.820 0.088
0.168 -0.972 0.687
0.130 -0.762 0.906
-2.207 -0.041 -0.207
1.489 -1.985 -0.983
1.567 -0.990 0.132
0.158 -0.236 0.977

Computed properties:
Total charge: 0
Total energy, eV: -8298.92795
SMILES: NC[C@H](N)CO

***

[10]
Entry from OMol25: a cluster of 2 separate species, C3H10N2O in total in a non-equilibrium geometry (ωB97M-V/def2-TZVPD).

Positions of all 16 atoms, in Å:
C1 1.430 0.970 -1.966
C2 1.007 -0.487 -1.625
N1 0.102 -0.619 -0.440
C3 -0.849 0.404 -0.184
N2 -1.407 0.537 0.955
H1 0.585 1.428 -2.446
H2 2.315 1.100 -2.578
H3 1.498 1.481 -1.013
H4 0.651 -1.024 -2.548
H5 2.028 -0.923 -1.359
H6 0.767 -0.828 0.307
H7 -0.853 1.062 -1.037
H8 -2.092 1.183 1.175
H9 -1.147 -0.304 2.554
H10 -0.136 -1.315 2.280
O1 -0.502 -0.827 2.964

Atomic forces in eV per Å
-1.521 -0.467 0.607
1.833 -0.112 -0.697
0.970 0.597 -0.359
1.148 -0.463 1.189
1.624 -2.122 -1.517
-0.182 0.575 -0.635
0.097 -0.289 0.038
0.581 0.293 0.125
0.080 0.460 1.098
-1.665 -0.200 -0.087
-1.140 0.036 0.368
-1.012 0.406 -0.330
-1.314 1.941 -0.532
-1.267 1.178 -1.265
0.911 -1.436 -1.890
0.856 -0.397 3.887

Computed properties:
Total charge: 0
Total energy, eV: -8299.55648
SMILES: [H]/N=C/NCC.O

***

[11]
Entry from OMol25: a cluster of 2 separate species, C3H10N2O in total in a non-equilibrium geometry (ωB97M-V/def2-TZVPD).

Positions of all 16 atoms, in Å:
C1 -2.267 0.089 -0.053
C2 -1.327 0.927 -0.884
N1 0.115 0.332 -0.830
C3 0.348 -0.989 -0.494
N2 1.263 -1.135 0.378
H1 -2.754 -0.785 -0.475
H2 -3.109 0.791 0.070
H3 -1.935 -0.056 0.974
H4 -1.515 0.957 -1.960
H5 -1.141 1.942 -0.547
H6 0.695 1.003 -0.343
H7 -0.184 -1.836 -0.915
H8 1.672 -2.040 0.604
H9 3.187 -0.121 2.117
H10 3.216 0.484 0.785
O1 3.736 0.436 1.574

Atomic forces in eV per Å
-1.371 1.471 0.406
2.072 -1.341 -1.273
-2.683 -0.261 1.516
0.591 -0.138 -0.124
1.684 0.850 0.064
0.640 -0.212 -0.294
-0.008 -0.198 0.051
0.303 -0.251 -0.138
-0.621 0.067 0.081
-0.362 0.036 0.176
1.005 -0.200 -0.059
-0.467 0.504 -0.506
-0.872 -0.350 0.031
-0.065 -0.275 0.650
-0.207 0.186 -0.892
0.362 0.111 0.311

Computed properties:
Total charge: +1
Total energy, eV: -8290.91982
Expectation value of S²: 0.782
Multiplicity: 2

***

[12]
Entry from OMol25: a cluster of 2 separate species, C3H10N2O2 in total in a non-equilibrium geometry (ωB97M-V/def2-TZVPD).

Positions of all 17 atoms, in Å:
N1 -0.359 -0.060 2.896
C1 -0.356 -0.294 1.516
O1 -0.064 -1.397 1.038
O2 -0.675 0.780 0.794
H1 -1.287 0.236 3.243
H2 0.043 -0.797 3.471
C2 -0.644 0.227 -2.535
N2 0.291 0.057 -1.410
C3 1.656 0.533 -1.719
H3 -1.654 -0.113 -2.189
H4 -0.680 1.326 -2.785
H5 -0.277 -0.282 -3.436
H6 0.448 -0.942 -1.269
H7 -0.281 0.690 -0.319
H8 2.205 0.020 -2.565
H9 2.282 0.428 -0.838
H10 1.660 1.591 -1.944

Atomic forces in eV per Å
-0.928 0.317 0.525
0.039 -0.361 -1.160
0.184 0.994 0.372
0.347 -0.256 -0.115
1.105 0.053 -0.300
-0.413 -0.043 -0.584
-0.280 0.989 0.031
1.065 0.100 -1.445
0.723 0.074 -0.498
0.891 0.220 -0.608
-0.157 -1.070 0.303
-0.384 -0.115 0.183
-0.777 0.182 0.760
-0.151 -1.428 1.748
-0.974 0.243 0.726
-0.045 -0.198 0.211
-0.247 0.298 -0.149

Computed properties:
Total charge: 0
Total energy, eV: -10348.53774
SMILES: NC(=O)O.CNC

***

[13]
Entry from OMol25: a cluster of 2 separate species, C3H10N2O2 in total in a non-equilibrium geometry (ωB97M-V/def2-TZVPD).

Positions of all 17 atoms, in Å:
C1 -0.129 -1.361 0.104
C2 -1.384 -0.133 0.129
N1 -1.614 0.498 1.365
O1 0.161 -1.636 -1.240
H1 -0.668 -1.762 -1.721
H2 -1.847 -0.167 2.096
H3 -0.806 1.063 1.661
H4 0.814 -1.353 0.646
H5 -0.642 -2.200 0.592
H6 -2.270 -0.681 -0.199
H7 -1.105 0.589 -0.637
C3 1.673 1.185 -0.881
N2 1.641 0.725 0.488
O2 1.076 1.456 1.299
H8 1.007 2.033 -1.082
H9 2.717 1.411 -1.119
H10 1.376 0.332 -1.500

Atomic forces in eV per Å
-2.928 0.464 0.174
2.856 -1.951 -0.154
0.067 0.707 1.030
0.103 -0.245 -0.617
0.202 -0.016 0.127
0.060 0.171 -0.074
-0.770 -0.515 -0.106
-0.082 1.090 -0.059
-0.189 -0.208 -0.197
0.067 -0.025 -0.061
-0.023 0.052 -0.043
-0.535 0.239 -0.605
-0.132 1.192 1.966
1.021 -0.975 -1.806
0.245 0.010 0.229
-0.077 0.010 0.104
0.115 0.001 0.093

Computed properties:
Total charge: 0
Total energy, eV: -10344.54673
SMILES: CN=O.NCCO

***

[14]
Entry from OMol25: a cluster of 2 separate species, C3H10N2O2 in total in a non-equilibrium geometry (ωB97M-V/def2-TZVPD).

Positions of all 17 atoms, in Å:
N1 1.369 -1.080 1.385
C1 0.160 -0.619 0.684
C2 -0.659 -1.711 -0.010
C3 0.586 0.557 -0.209
N2 1.094 1.586 0.531
O1 0.529 0.583 -1.426
H1 2.040 -1.450 0.724
H2 1.125 -1.801 2.047
H3 -0.439 -0.161 1.467
H4 -0.254 -1.840 -1.019
H5 -1.715 -1.467 -0.026
H6 -0.520 -2.672 0.494
H7 1.524 2.321 -0.008
H8 1.460 1.344 1.436
H9 -2.392 0.725 -0.029
H10 -1.715 0.563 -1.294
O2 -2.597 0.817 -0.972

Atomic forces in eV per Å
0.029 0.327 -0.231
-0.150 -0.282 0.383
0.896 0.011 -0.205
0.599 -0.004 0.213
-0.210 -0.126 -0.572
-0.485 -0.157 0.246
0.010 -0.170 0.038
0.058 -0.128 0.004
-0.279 0.051 0.144
-0.375 0.026 -0.064
-0.099 -0.054 -0.267
-0.114 0.225 0.141
0.094 0.019 0.204
0.071 0.125 0.081
-0.694 0.282 0.011
-0.308 0.215 -0.727
0.957 -0.360 0.601

Computed properties:
Total charge: 0
Total energy, eV: -10348.90246
SMILES: C[C@@H](N)C(N)=O.O